This record from the Open Molecules 2025 dataset describes a 13-piece molecular cluster, C82H103F10N18O24S10 overall. The level of theory is ωB97M-V with the def2-TZVPD basis set.

Its net charge is +5. As for the frontier orbital gap: 1.0 eV. For the total energy, the calculation gives -10955.59327 hartree. The value obtained for the LUMO energy is -9.234 eV. As for the spin multiplicity: 1.

Bonds (Å) are listed after each position.
Geometry (Å):
1 C 0.991 3.383 0.870  C2 1.603, H12 1.090, H13 1.090, H14 1.090
2 C 1.195 1.911 1.469  C1 1.603, C3 1.592, N7 1.547, C11 1.500
3 C -0.187 1.357 2.034  C2 1.592, C4 1.540, H15 1.090, H16 1.090
4 C -1.086 0.868 0.883  C3 1.540, C5 1.507, H17 1.090, H18 1.090
5 C -0.446 -0.147 -0.029  C4 1.507, C6 1.551, H19 1.090, H20 1.090
6 C 0.879 0.353 -0.661  C5 1.551, N7 1.536, C9 1.559, C10 1.518
7 N 1.807 1.009 0.371  C2 1.547, C6 1.536, O8 1.430
8 O 3.106 1.291 -0.158  N7 1.430
9 C 0.545 1.324 -1.834  C6 1.559, H21 1.090, H22 1.090, H23 1.090
10 C 1.369 -0.975 -1.208  C6 1.518, H24 1.090, H25 1.090, H26 1.090
11 C 2.162 2.018 2.611  C2 1.500, H27 1.090, H28 1.090, H29 1.090
12 H 1.870 3.609 0.266  C1 1.090
13 H 0.911 4.189 1.600  C1 1.090
14 H 0.098 3.510 0.257  C1 1.090
15 H -0.801 2.193 2.370  C3 1.090
16 H -0.046 0.631 2.834  C3 1.090
17 H -1.439 1.770 0.382  C4 1.090
18 H -1.927 0.377 1.372  C4 1.090
19 H -1.138 -0.438 -0.819  C5 1.090
20 H -0.321 -1.060 0.553  C5 1.090
21 H 1.251 1.336 -2.665  C9 1.090
22 H 0.338 2.341 -1.501  C9 1.090
23 H -0.453 1.034 -2.162  C9 1.090
24 H 1.886 -0.878 -2.163  C10 1.090
25 H 0.611 -1.726 -1.429  C10 1.090
26 H 2.058 -1.355 -0.454  C10 1.090
27 H 2.903 2.801 2.458  C11 1.090
28 H 2.856 1.178 2.629  C11 1.090
29 H 1.827 2.120 3.643  C11 1.090
30 O 3.050 -8.188 -0.840  C31 1.333, H34 0.960
31 C 4.306 -8.532 -0.554  O30 1.333, O32 1.283, O33 1.235
32 O 5.199 -8.183 -1.406  C31 1.283
33 O 4.528 -9.268 0.413  C31 1.235
34 H 3.293 -7.775 -1.672  O30 0.960
35 C -11.727 4.874 -4.661  N36 1.495, H49 1.090, H50 1.090, H51 1.090
36 N -10.611 5.209 -5.597  C35 1.495, C37 1.342, C41 1.398
37 C -10.670 4.867 -6.893  N36 1.342, C38 1.381, H52 1.080
38 C -9.563 4.958 -7.713  C37 1.381, C39 1.428, H53 1.080
39 C -8.324 5.472 -7.224  C38 1.428, C40 1.375, C42 1.460
40 C -8.311 5.807 -5.891  C39 1.375, C41 1.327, H54 1.080
41 C -9.384 5.681 -5.120  N36 1.398, C40 1.327, H55 1.080
42 C -7.163 5.601 -8.100  C39 1.460, C43 1.394, C47 1.394
43 C -5.966 5.103 -7.589  C42 1.394, C44 1.391, H56 1.080
44 C -4.939 4.849 -8.492  C43 1.391, N45 1.359, H57 1.080
45 N -4.925 5.343 -9.758  C44 1.359, C46 1.347, C48 1.473
46 C -6.057 5.851 -10.284  N45 1.347, C47 1.440, H58 1.080
47 C -7.219 5.971 -9.443  C42 1.394, C46 1.440, H59 1.080
48 C -3.738 5.283 -10.630  N45 1.473, H60 1.090, H61 1.090, H62 1.090
49 H -11.312 4.844 -3.653  C35 1.090
50 H -12.056 3.850 -4.839  C35 1.090
51 H -12.538 5.557 -4.916  C35 1.090
52 H -11.515 4.269 -7.201  C37 1.080
53 H -9.574 4.722 -8.767  C38 1.080
54 H -7.418 6.160 -5.396  C40 1.080
55 H -9.383 5.965 -4.079  C41 1.080
56 H -5.919 4.623 -6.623  C43 1.080
57 H -3.999 4.410 -8.191  C44 1.080
58 H -6.154 6.195 -11.303  C46 1.080
59 H -8.185 6.316 -9.784  C47 1.080
60 H -3.735 5.716 -11.630  C48 1.090
61 H -3.350 4.268 -10.559  C48 1.090
62 H -2.988 5.927 -10.170  C48 1.090
63 C 7.710 7.198 -13.661  N64 1.463, H77 1.090, H78 1.090, H79 1.090
64 N 7.904 6.250 -12.563  C63 1.463, C65 1.357, C69 1.354
65 C 8.442 6.637 -11.379  N64 1.357, C66 1.366, H80 1.080
66 C 8.497 5.801 -10.300  C65 1.366, C67 1.440, H81 1.080
67 C 7.950 4.474 -10.418  C66 1.440, C68 1.348, C70 1.473
68 C 7.385 4.162 -11.602  C67 1.348, C69 1.391, H82 1.080
69 C 7.286 5.051 -12.668  N64 1.354, C68 1.391, H83 1.080
70 C 8.038 3.465 -9.348  C67 1.473, C71 1.352, C75 1.405
71 C 9.188 3.012 -8.801  C70 1.352, C72 1.359, H84 1.080
72 C 9.135 1.884 -8.046  C71 1.359, N73 1.383, H85 1.080
73 N 7.934 1.250 -7.788  C72 1.383, C74 1.333, C76 1.473
74 C 6.793 1.760 -8.253  N73 1.333, C75 1.382, H86 1.080
75 C 6.790 2.914 -9.013  C70 1.405, C74 1.382, H87 1.080
76 C 7.888 0.201 -6.755  N73 1.473, H88 1.090, H89 1.090, H90 1.090
77 H 7.693 6.566 -14.548  C63 1.090
78 H 8.577 7.859 -13.676  C63 1.090
79 H 6.752 7.711 -13.572  C63 1.090
80 H 8.802 7.654 -11.333  C65 1.080
81 H 8.867 6.093 -9.328  C66 1.080
82 H 6.987 3.159 -11.630  C68 1.080
83 H 6.862 4.795 -13.629  C69 1.080
84 H 10.104 3.528 -9.048  C71 1.080
85 H 9.979 1.371 -7.608  C72 1.080
86 H 5.894 1.243 -7.951  C74 1.080
87 H 5.844 3.297 -9.366  C75 1.080
88 H 6.982 -0.383 -6.916  C76 1.090
89 H 7.700 0.683 -5.796  C76 1.090
90 H 8.823 -0.357 -6.799  C76 1.090
91 C -8.463 2.202 4.046  N92 1.469, H105 1.090, H106 1.090, H107 1.090
92 N -7.675 2.750 5.158  C91 1.469, C93 1.414, C97 1.325
93 C -8.104 2.389 6.457  N92 1.414, C94 1.385, H108 1.080
94 C -7.520 2.972 7.568  C93 1.385, C95 1.410, H109 1.080
95 C -6.489 3.907 7.342  C94 1.410, C96 1.393, C98 1.488
96 C -6.114 4.339 6.072  C95 1.393, C97 1.388, H110 1.080
97 C -6.774 3.712 5.024  N92 1.325, C96 1.388, H111 1.080
98 C -5.825 4.498 8.535  C95 1.488, C99 1.424, C103 1.401
99 C -5.334 3.654 9.571  C98 1.424, C100 1.376, H112 1.080
100 C -4.889 4.224 10.742  C99 1.376, N101 1.318, H113 1.080
101 N -4.736 5.526 10.869  C100 1.318, C102 1.372, C104 1.424
102 C -5.149 6.384 9.881  N101 1.372, C103 1.406, H114 1.080
103 C -5.767 5.886 8.720  C98 1.401, C102 1.406, H115 1.080
104 C -4.311 6.168 12.067  N101 1.424, H116 1.090, H117 1.090, H118 1.090
105 H -8.546 1.132 4.236  C91 1.090
106 H -7.904 2.302 3.115  C91 1.090
107 H -9.452 2.657 4.108  C91 1.090
108 H -8.799 1.566 6.540  C93 1.080
109 H -7.913 2.625 8.513  C94 1.080
110 H -5.467 5.190 5.916  C96 1.080
111 H -6.650 4.200 4.069  C97 1.080
112 H -5.296 2.576 9.520  C99 1.080
113 H -4.768 3.583 11.603  C100 1.080
114 H -5.098 7.426 10.158  C102 1.080
115 H -6.215 6.579 8.024  C103 1.080
116 H -3.674 7.027 11.856  C104 1.090
117 H -3.902 5.395 12.718  C104 1.090
118 H -5.243 6.588 12.445  C104 1.090
119 C 14.814 -8.899 0.345  N120 1.453, H133 1.090, H134 1.090, H135 1.090
120 N 13.597 -8.443 0.996  C119 1.453, C121 1.387, C125 1.327
121 C 13.703 -7.916 2.274  N120 1.387, C122 1.415, H136 1.080
122 C 12.536 -7.385 2.873  C121 1.415, C123 1.419, H137 1.080
123 C 11.358 -7.282 2.088  C122 1.419, C124 1.337, C126 1.491
124 C 11.324 -7.684 0.814  C123 1.337, C125 1.409, H138 1.080
125 C 12.458 -8.359 0.320  N120 1.327, C124 1.409, H139 1.080
126 C 10.190 -6.571 2.682  C123 1.491, C127 1.390, C131 1.426
127 C 9.628 -5.438 2.107  C126 1.390, C128 1.405, H140 1.080
128 C 8.353 -5.012 2.515  C127 1.405, N129 1.353, H141 1.080
129 N 7.687 -5.642 3.510  C128 1.353, C130 1.369, C132 1.502
130 C 8.223 -6.688 4.212  N129 1.369, C131 1.410, H142 1.080
131 C 9.526 -7.078 3.838  C126 1.426, C130 1.410, H143 1.080
132 C 6.237 -5.273 3.632  N129 1.502, H144 1.090, H145 1.090, H146 1.090
133 H 14.746 -9.972 0.171  C119 1.090
134 H 15.691 -8.777 0.981  C119 1.090
135 H 14.952 -8.270 -0.535  C119 1.090
136 H 14.681 -7.860 2.728  C121 1.080
137 H 12.529 -6.952 3.863  C122 1.080
138 H 10.431 -7.493 0.237  C124 1.080
139 H 12.498 -8.853 -0.639  C125 1.080
140 H 10.064 -4.909 1.272  C127 1.080
141 H 7.839 -4.177 2.064  C128 1.080
142 H 7.568 -7.129 4.950  C130 1.080
143 H 10.031 -7.884 4.349  C131 1.080
144 H 5.654 -5.603 2.772  C132 1.090
145 H 6.063 -4.211 3.807  C132 1.090
146 H 5.796 -5.887 4.417  C132 1.090
147 C -16.266 -9.701 2.359  N148 1.556, H161 1.090, H162 1.090, H163 1.090
148 N -14.780 -9.578 1.914  C147 1.556, C149 1.383, C153 1.374
149 C -13.731 -9.876 2.764  N148 1.383, C150 1.385, H164 1.080
150 C -12.412 -9.686 2.390  C149 1.385, C151 1.382, H165 1.080
151 C -12.137 -9.239 1.111  C150 1.382, C152 1.391, C154 1.511
152 C -13.155 -8.907 0.223  C151 1.391, C153 1.397, H166 1.080
153 C -14.467 -9.075 0.674  N148 1.374, C152 1.397, H167 1.080
154 C -10.733 -8.981 0.613  C151 1.511, C155 1.380, C159 1.419
155 C -10.334 -7.724 0.207  C154 1.380, C156 1.419, H168 1.080
156 C -9.019 -7.357 -0.181  C155 1.419, N157 1.369, H169 1.080
157 N -8.046 -8.319 -0.215  C156 1.369, C158 1.335, C160 1.476
158 C -8.348 -9.560 0.176  N157 1.335, C159 1.443, H170 1.080
159 C -9.696 -9.945 0.519  C154 1.419, C158 1.443, H171 1.080
160 C -6.745 -7.920 -0.786  N157 1.476, H172 1.090, H173 1.090, H174 1.090
161 H -16.762 -10.251 1.560  C147 1.090
162 H -16.770 -8.740 2.464  C147 1.090
163 H -16.183 -10.174 3.337  C147 1.090
164 H -14.061 -10.366 3.668  C149 1.080
165 H -11.690 -9.793 3.186  C150 1.080
166 H -12.954 -8.519 -0.765  C152 1.080
167 H -15.314 -8.905 0.025  C153 1.080
168 H -11.049 -6.933 0.382  C155 1.080
169 H -8.680 -6.370 -0.458  C156 1.080
170 H -7.496 -10.222 0.136  C158 1.080
171 H -9.765 -10.981 0.815  C159 1.080
172 H -6.146 -8.824 -0.894  C160 1.090
173 H -6.159 -7.221 -0.189  C160 1.090
174 H -6.919 -7.559 -1.800  C160 1.090
175 C 12.200 1.093 8.600  N176 1.487, H189 1.090, H190 1.090, H191 1.090
176 N 11.252 1.800 7.698  C175 1.487, C177 1.344, C181 1.352
177 C 10.455 2.747 8.221  N176 1.344, C178 1.409, H192 1.080
178 C 9.849 3.676 7.351  C177 1.409, C179 1.421, H193 1.080
179 C 10.128 3.658 5.958  C178 1.421, C180 1.387, C182 1.481
180 C 10.860 2.581 5.479  C179 1.387, C181 1.427, H194 1.080
181 C 11.405 1.608 6.368  N176 1.352, C180 1.427, H195 1.080
182 C 9.460 4.587 5.017  C179 1.481, C183 1.427, C187 1.401
183 C 9.044 5.898 5.397  C182 1.427, C184 1.364, H196 1.080
184 C 8.437 6.736 4.508  C183 1.364, N185 1.315, H197 1.080
185 N 8.249 6.402 3.249  C184 1.315, C186 1.342, C188 1.427
186 C 8.532 5.164 2.815  N185 1.342, C187 1.393, H198 1.080
187 C 9.209 4.297 3.670  C182 1.401, C186 1.393, H199 1.080
188 C 7.535 7.282 2.383  N185 1.427, H200 1.090, H201 1.090, H202 1.090
189 H 12.576 0.196 8.107  C175 1.090
190 H 11.638 0.797 9.485  C175 1.090
191 H 12.987 1.774 8.923  C175 1.090
192 H 10.316 2.801 9.290  C177 1.080
193 H 9.261 4.467 7.792  C178 1.080
194 H 10.916 2.557 4.401  C180 1.080
195 H 12.159 0.905 6.046  C181 1.080
196 H 9.239 6.291 6.384  C183 1.080
197 H 8.064 7.721 4.746  C184 1.080
198 H 8.204 4.882 1.825  C186 1.080
199 H 9.318 3.291 3.291  C187 1.080
200 H 7.973 7.160 1.392  C188 1.090
201 H 7.733 8.289 2.751  C188 1.090
202 H 6.464 7.117 2.507  C188 1.090
203 N -5.888 9.381 0.283  S204 1.725, S208 1.452
204 S -6.260 10.692 1.339  N203 1.725, O205 1.472, O206 1.481, F207 1.648, S208 2.384
205 O -5.881 12.062 0.953  S204 1.472
206 O -6.299 10.400 2.791  S204 1.481
207 F -7.857 10.644 0.933  S204 1.648
208 S -4.545 9.813 -0.064  N203 1.452, S204 2.384, O209 1.464, O210 1.458, F211 1.623
209 O -3.546 9.838 1.007  S208 1.464
210 O -4.378 10.782 -1.141  S208 1.458
211 F -4.314 8.420 -0.863  S208 1.623
212 N 5.102 -3.310 10.873  S213 1.701, S217 1.445
213 S 6.676 -3.276 11.519  N212 1.701, O214 1.448, O215 1.429, F216 1.682, S217 2.296
214 O 6.896 -2.612 12.787  S213 1.448
215 O 7.713 -3.225 10.538  S213 1.429
216 F 6.616 -4.868 12.061  S213 1.682
217 S 5.116 -1.903 10.542  N212 1.445, S213 2.296, O218 1.492, O219 1.478, F220 1.625
218 O 5.865 -1.515 9.311  S217 1.492
219 O 5.085 -0.926 11.651  S217 1.478
220 F 3.554 -2.013 10.109  S217 1.625
221 N 1.993 -3.257 -9.679  S222 1.692, S226 1.451
222 S 1.014 -4.606 -9.383  N221 1.692, O223 1.472, O224 1.444, F225 1.637, S226 2.253
223 O 1.085 -5.715 -10.350  S222 1.472
224 O -0.340 -4.367 -8.942  S222 1.444
225 F 1.775 -5.041 -8.000  S222 1.637
226 S 1.035 -2.734 -10.636  N221 1.451, S222 2.253, O227 1.478, O228 1.446, F229 1.602
227 O 0.180 -1.607 -10.205  S226 1.478
228 O 0.781 -3.395 -11.896  S226 1.446
229 F 2.238 -1.804 -11.140  S226 1.602
230 N -5.393 -6.350 7.359  S231 1.730, S235 1.468
231 S -5.308 -4.954 6.342  N230 1.730, O232 1.515, O233 1.436, F234 1.634, S235 2.370
232 O -4.992 -3.609 6.963  S231 1.515
233 O -6.040 -4.860 5.110  S231 1.436
234 F -3.852 -5.478 5.816  S231 1.634
235 S -6.816 -6.614 7.109  N230 1.468, S231 2.370, O236 1.478, O237 1.478, F238 1.640
236 O -7.067 -7.543 5.988  S235 1.478
237 O -7.740 -5.493 7.378  S235 1.478
238 F -6.924 -7.596 8.418  S235 1.640
239 N -8.820 -2.713 -5.082  S240 1.462, S244 1.677
240 S -10.092 -2.192 -5.579  N239 1.462, O241 1.457, O242 1.456, F243 1.656, S244 2.383
241 O -10.429 -2.483 -6.967  S240 1.457
242 O -10.517 -0.943 -4.961  S240 1.456
243 F -10.950 -3.281 -4.673  S240 1.656
244 S -7.804 -1.541 -5.720  N239 1.677, S240 2.383, O245 1.458, O246 1.470, F247 1.570
245 O -7.556 -0.357 -4.905  S244 1.458
246 O -7.642 -1.422 -7.176  S244 1.470
247 F -6.494 -2.338 -5.386  S244 1.570